Computed, not measured: a cluster of 11 separate species, C4H30NO12 in total at a distorted geometry, with the ωB97M-V functional and the def2-TZVPD basis.

Net charge: +1
Electronic energy in Eh: -1127.8277

```
47
Properties=species:S:1:pos:R:3:forces:R:3
C -0.498 -2.107 0.375 -1.5 -0.1 -0.4
C -0.563 -0.805 -0.396 0.2 1.4 -0.5
C 0.423 0.253 0.160 0.1 -1.1 -0.6
C 0.621 1.371 -0.814 0.1 1.6 -1.0
O -0.467 2.214 -0.866 -0.5 -0.4 0.6
O 1.543 1.638 -1.533 0.2 -0.8 0.7
N -1.932 -0.130 -0.335 2.5 -0.6 -0.5
H -0.835 -2.986 -0.182 0.2 0.3 -0.5
H 0.507 -2.327 0.718 -0.2 0.2 0.6
H -1.322 -2.024 1.097 0.8 -0.2 0.9
H -0.331 -0.943 -1.451 -0.1 0.0 -0.1
H 0.098 0.613 1.136 0.1 0.0 0.1
H 1.336 -0.319 0.212 0.4 0.4 0.1
H -0.251 2.929 -1.480 0.2 -0.1 -0.2
H -2.491 -0.523 -1.099 -1.1 -0.3 0.6
H -2.133 0.023 0.648 -1.3 -0.5 -0.1
H -1.862 0.834 -0.673 0.2 0.1 0.0
H 2.279 -4.302 -0.593 0.1 -0.1 0.1
H 2.899 -2.895 -0.647 0.0 0.0 0.3
O 2.534 -3.602 -1.196 -0.2 -0.1 -0.3
H -1.912 5.019 1.443 -0.3 0.6 -0.8
H -1.880 4.311 -0.073 -0.2 1.4 0.1
O -1.766 4.265 0.876 0.8 -1.5 0.4
H -1.982 -1.125 3.217 0.2 0.3 0.1
H -2.436 -2.241 4.076 -0.1 0.0 0.4
O -2.291 -1.287 4.115 0.0 -0.4 -0.5
H 1.612 -2.124 -2.287 0.3 -0.2 0.2
H 2.813 -1.315 -2.714 0.1 0.1 0.0
O 1.952 -1.220 -2.295 -0.4 0.2 -0.3
H 2.680 1.978 2.172 -0.1 0.0 0.0
H 3.687 1.500 3.184 0.2 0.0 0.2
O 2.780 1.356 2.901 0.1 0.1 -0.2
H -2.405 2.677 0.683 -0.7 -0.3 0.7
H -3.566 1.999 1.493 0.0 0.3 0.0
O -3.054 1.939 0.682 0.2 -0.2 -0.1
H -0.047 0.092 -4.580 0.1 -0.2 0.0
H -0.578 -1.369 -4.391 0.3 0.1 -0.2
O -0.798 -0.438 -4.298 -0.2 0.0 0.0
H -2.281 -0.066 -3.517 0.4 0.2 0.3
H -3.654 -0.398 -3.009 -0.2 0.3 0.2
O -2.859 0.082 -2.740 -0.6 -0.6 -0.6
H 3.930 -1.557 1.508 0.2 -0.4 0.0
H 2.574 -1.032 1.291 -0.3 -0.2 0.3
O 3.092 -1.824 1.113 0.3 0.3 -0.2
H 1.840 -0.271 3.742 -0.1 0.0 -0.1
H 1.320 -1.656 4.173 0.0 0.0 0.1
O 1.484 -1.103 3.405 -0.1 0.1 -0.1
```
Forces are in eV/Å.

***

Computed, not measured: a cluster of 12 separate species, C4H30O13S2 in total at a distorted geometry, with the ωB97M-V functional and the def2-TZVPD basis.

Net charge: 0
Electronic energy in Eh: -1944.8898

```
49
Properties=species:S:1:pos:R:3:forces:R:3
C 1.319 -0.138 -1.445 0.3 -0.3 -1.1
C 1.325 -0.129 -2.985 0.0 1.0 1.0
O 0.114 -0.010 -3.537 -0.2 0.1 0.2
O 2.367 -0.040 -3.576 0.0 -0.6 -0.4
C -0.011 0.069 -0.740 0.2 0.0 -0.2
S -0.407 1.832 -0.476 0.2 0.3 -0.4
S -0.523 2.267 1.484 -0.5 0.0 0.3
C 0.962 3.070 2.098 0.2 -0.6 0.6
H 1.846 -1.067 -1.211 -0.1 0.1 0.4
H 2.018 0.677 -1.266 0.1 -0.1 0.5
H 0.176 0.526 -4.339 0.2 -0.2 -0.4
H -0.813 -0.207 -1.414 -0.2 -0.4 0.1
H -0.067 -0.514 0.175 -0.3 0.2 0.2
H 1.204 4.009 1.627 0.0 0.1 -0.2
H 0.684 3.238 3.145 -0.1 0.4 -0.1
H 1.798 2.380 2.182 0.2 0.1 -0.5
H 2.106 -0.682 1.376 0.1 0.1 -0.1
H 2.190 -1.135 2.790 0.3 0.2 0.2
O 2.728 -1.092 1.990 -0.3 -0.2 -0.5
H 4.923 1.018 -0.091 0.0 -0.1 0.1
H 4.052 0.208 0.909 0.2 -0.1 0.0
O 4.244 0.340 -0.030 -0.1 0.1 0.0
H -3.422 -2.482 1.254 0.0 0.0 -0.3
H -2.466 -2.475 2.413 0.1 0.3 0.2
O -3.024 -1.884 1.899 0.0 -0.5 -0.2
H 2.468 -3.787 0.529 -0.3 -0.5 0.2
H 1.643 -2.720 0.010 -0.6 0.0 -0.1
O 1.545 -3.648 0.261 1.1 0.6 0.0
H -1.746 1.035 3.396 -0.2 0.3 0.4
H -1.453 0.201 4.748 -0.5 0.6 0.0
O -1.506 0.196 3.790 0.9 -1.1 -0.1
H -2.591 2.483 -2.762 0.0 0.0 0.1
H -3.996 2.226 -2.222 0.0 0.0 0.0
O -3.437 2.083 -2.991 0.0 0.0 -0.1
H 2.204 3.056 -3.592 0.0 0.0 0.0
H 2.520 1.757 -4.335 -0.2 0.1 0.0
O 1.908 2.509 -4.326 0.1 0.1 -0.1
H 0.299 -4.857 -0.341 -0.4 -0.1 0.1
H -0.847 -4.923 0.642 0.1 -0.2 0.1
O -0.591 -5.243 -0.229 -0.1 0.2 -0.1
H -3.417 0.292 1.639 0.3 0.3 0.3
H -4.743 -0.120 2.000 -0.4 0.1 0.4
O -4.163 0.633 2.153 0.0 -0.1 -0.7
H -2.787 -3.097 -1.552 -0.4 0.1 0.0
H -2.287 -4.149 -0.651 -0.1 -0.4 0.0
O -3.115 -3.682 -0.856 0.6 0.2 0.0
H 0.710 0.395 4.140 0.1 -0.3 -0.5
H 1.714 1.479 4.233 0.5 0.0 0.0
O 1.639 0.574 3.908 -0.8 0.2 0.6
```
Forces are in eV/Å.

***

Computed, not measured: a structure of composition C4H31N2O12S at a distorted geometry, with the ωB97M-V functional and the def2-TZVPD basis.

Net charge: -1
Electronic energy in Eh: -1581.7199

```
50
Properties=species:S:1:pos:R:3:forces:R:3
C -1.529 0.843 -1.842 1.1 0.2 -1.8
C -0.155 1.535 -1.610 -0.7 -0.3 -0.1
C 0.865 0.970 -2.658 0.5 0.4 1.3
S 2.654 0.912 -2.180 -0.7 3.2 1.1
N 0.160 1.395 -0.173 -0.5 -1.2 -1.3
C 0.390 0.142 0.321 1.2 -0.7 1.5
N 0.996 0.068 1.529 -0.3 0.4 -0.3
O 0.001 -0.923 -0.172 -0.9 0.3 -0.9
H -2.015 1.286 -2.718 -0.5 0.8 0.7
H -1.332 -0.106 -2.351 0.0 -0.3 0.9
H -2.096 0.775 -0.929 -0.5 -0.1 -0.1
H -0.317 2.602 -1.753 0.3 0.1 0.0
H 0.867 1.593 -3.545 -0.6 -0.1 -0.3
H 0.490 -0.036 -2.825 0.5 -0.1 -0.5
H 0.822 2.042 0.158 0.8 1.1 0.4
H 1.020 -0.847 1.964 0.5 0.0 -0.2
H 1.494 0.852 1.930 -0.3 -0.1 0.3
H 0.611 -2.481 -0.650 -0.3 0.2 0.5
H 1.502 -2.574 -1.825 0.2 -0.2 -0.6
O 0.959 -3.151 -1.247 -0.1 -0.1 -0.5
H 0.711 -2.902 2.914 0.0 -0.4 -0.2
H 1.829 -3.362 1.896 -0.2 -0.5 -0.4
O 1.562 -2.684 2.527 0.0 0.8 0.5
H -2.115 3.032 3.839 0.0 0.0 0.1
H -1.515 2.174 2.739 -0.3 0.2 0.3
O -1.296 2.899 3.357 0.3 -0.2 -0.2
H 2.359 -1.213 -3.813 0.0 -0.5 0.0
H 2.701 -0.706 -2.482 0.4 -0.1 0.7
O 2.507 -1.571 -2.928 -0.3 -2.4 -1.3
H 2.629 2.758 -0.559 0.3 -0.4 -0.3
H 3.029 4.202 -0.672 0.0 0.1 0.0
O 2.767 3.554 -0.012 -0.3 0.0 0.1
H -5.005 1.271 -0.225 -0.2 -0.3 -0.4
H -3.786 1.438 0.665 0.1 0.0 0.3
O -4.668 1.799 0.492 -0.1 0.3 0.1
H -2.004 -3.023 -1.441 -0.1 0.0 0.2
H -1.856 -1.547 -1.642 0.0 0.2 0.2
O -2.478 -2.194 -1.285 0.1 -0.3 -0.5
H 1.789 -4.231 -0.327 0.2 0.0 0.4
H 3.198 -4.092 0.177 0.2 -0.1 0.1
O 2.399 -4.586 0.382 -0.2 0.1 -0.1
H -2.660 0.033 2.176 0.4 -0.4 -0.3
H -1.544 0.783 1.381 0.0 -0.4 -0.1
O -2.410 0.884 1.794 -0.1 0.7 0.1
H 0.661 2.554 3.284 -0.1 0.3 -0.1
H 1.904 2.892 2.374 -0.2 0.3 0.2
O 1.578 2.320 3.082 0.5 0.0 0.0
H -1.205 -1.617 1.087 0.2 -0.2 1.0
H -2.364 -1.883 0.417 -0.9 -0.5 0.7
O -2.107 -1.878 1.378 0.6 0.4 -1.2
```
Forces are in eV/Å.

***

Computed, not measured: a cluster of 11 separate species, C4H31N3O11 in total at a distorted geometry, with the ωB97M-V functional and the def2-TZVPD basis.

Net charge: 0
Electronic energy in Eh: -1162.8488

```
49
Properties=species:S:1:pos:R:3:forces:R:3
O 2.688 -0.883 0.419 -0.2 0.2 0.0
C 1.519 -1.243 0.380 1.1 0.3 0.9
N 1.151 -2.301 1.156 -2.9 1.1 -0.3
C -0.002 -3.095 0.712 1.0 -3.8 -0.9
N 0.556 -4.142 -0.206 -1.7 0.3 -0.1
C 0.433 -0.377 -0.357 1.8 -0.3 -0.1
C 1.297 0.415 -1.345 -0.8 0.8 -1.9
N -0.142 0.440 0.718 -0.5 -0.5 -0.2
H 1.867 -2.779 1.697 -0.2 0.1 -0.5
H -0.573 -3.613 1.482 0.9 0.0 0.9
H -0.901 -2.833 0.124 1.1 1.9 0.1
H 0.728 -3.695 -1.092 0.4 -0.2 -0.3
H 1.322 -4.732 0.078 0.1 0.4 0.4
H -0.276 -1.052 -0.857 -0.1 0.6 0.3
H 1.624 -0.130 -2.257 0.7 -0.6 1.3
H 0.830 1.181 -1.978 -1.2 0.3 0.9
H 2.037 0.978 -0.789 0.4 -0.5 -0.2
H -0.913 1.011 0.403 0.0 0.0 -0.1
H 0.548 1.081 1.099 0.0 -0.1 -0.1
H 2.820 2.145 3.391 -0.4 0.3 0.2
H 2.497 1.260 2.270 -0.5 0.1 -0.1
O 2.082 1.975 2.787 1.1 -0.5 -0.3
H -2.644 1.842 -0.518 -0.6 0.8 0.1
H -3.981 2.107 -1.380 0.0 0.5 0.5
O -3.213 1.558 -1.243 0.7 -1.0 -0.3
H -2.977 0.616 2.040 1.1 -1.0 0.3
H -3.074 -0.488 3.399 1.1 -0.4 -0.8
O -3.349 0.219 2.828 -2.1 1.4 0.5
H 3.509 1.806 -1.755 0.2 0.0 0.3
H 3.809 3.266 -1.462 0.1 -0.4 0.3
O 3.828 2.385 -1.048 -0.1 0.6 -0.6
H 0.140 -2.422 -3.664 0.0 0.3 -0.1
H 1.535 -1.856 -3.999 -0.4 -0.2 0.2
O 1.071 -2.504 -3.448 0.5 -0.2 0.1
H 1.786 3.749 1.508 0.3 0.3 -0.3
H 0.775 4.825 0.736 0.9 -0.4 0.3
O 0.899 4.049 1.302 -1.2 -0.1 -0.1
H -1.571 2.671 2.502 0.2 0.1 -0.3
H -0.669 2.983 1.257 0.0 0.4 0.6
O -1.589 2.953 1.577 -0.5 -0.5 -0.3
H 0.075 -1.254 3.064 0.3 -0.1 0.1
H -1.000 -0.325 3.409 0.1 0.3 0.3
O -0.333 -0.867 3.851 -0.3 -0.1 -0.5
H -1.380 0.272 -3.705 -0.5 -0.2 0.2
H -1.664 -1.099 -4.438 -0.4 0.4 0.3
O -1.028 -0.394 -4.297 0.8 -0.2 -0.5
H -3.827 -1.881 -1.624 0.0 0.1 0.2
H -3.198 -0.591 -1.001 -0.3 -0.2 -0.5
O -3.122 -1.235 -1.725 0.3 -0.1 0.1
```
Forces are in eV/Å.

***

Computed, not measured: a cluster of 12 separate species, C4H31NO11 in total at a distorted geometry, with the ωB97M-V functional and the def2-TZVPD basis.

Net charge: 0
Electronic energy in Eh: -1053.2938

```
47
Properties=species:S:1:pos:R:3:forces:R:3
C -0.375 0.804 2.252 1.7 1.3 -0.9
C -0.642 -0.663 1.759 0.1 2.5 -1.2
C -0.250 -0.666 0.273 -1.3 0.0 0.1
C -1.179 -0.299 -0.613 -0.3 -1.2 0.0
N -1.315 1.968 2.271 -0.6 -1.8 0.7
H 0.389 1.170 1.548 0.2 -0.2 0.4
H 0.100 0.822 3.225 0.1 -0.2 0.4
H -1.719 -0.658 1.729 -0.4 -1.3 0.5
H -0.092 -1.318 2.413 -0.4 -0.5 0.0
H 0.713 -0.908 -0.156 0.4 0.4 0.7
H -2.241 -0.472 -0.434 0.1 1.0 0.5
H -0.941 -0.173 -1.649 0.1 0.2 -0.2
H -1.964 1.929 1.489 0.1 0.0 -0.1
H -1.842 1.918 3.138 -0.3 0.1 -0.2
H 2.997 0.797 1.419 0.0 0.3 -0.2
H 2.848 -0.654 1.717 -0.2 -0.1 -0.3
O 2.492 0.030 1.131 0.6 -0.2 0.4
H -2.512 3.019 -2.074 0.6 -0.3 -0.3
H -1.090 2.274 -2.190 0.1 0.0 -0.8
O -1.735 2.679 -1.612 -0.7 0.4 1.1
H 0.083 -0.901 -2.857 -0.9 0.1 -0.1
H 1.430 -0.356 -2.379 0.0 0.8 0.1
O 1.002 -1.097 -2.792 1.1 -1.0 -0.4
H -0.854 -3.141 -1.729 -0.3 0.4 0.2
H -2.100 -2.158 -1.854 0.0 -0.2 0.7
O -1.422 -2.641 -2.321 0.1 -0.4 -1.2
H -3.829 -0.342 2.528 -0.1 0.2 0.1
H -4.043 0.691 1.375 0.0 -0.3 0.3
O -3.954 -0.250 1.581 -0.2 0.0 -0.4
H -0.162 -4.224 1.581 0.0 -0.3 0.9
H -0.509 -3.597 0.358 -0.6 0.7 0.4
O -0.688 -3.465 1.314 0.6 -0.7 -1.3
H 2.755 -1.464 -1.057 0.6 0.2 0.4
H 2.622 -2.458 -2.061 0.1 -0.4 -0.6
O 3.337 -2.013 -1.598 -0.1 0.4 0.0
H 2.026 2.108 -0.448 0.1 0.6 -0.1
H 1.442 3.503 -0.118 0.3 -0.3 -0.3
O 2.162 3.057 -0.637 -0.5 -0.5 0.1
H 2.885 -3.562 0.117 -0.2 0.6 0.5
H 1.523 -2.947 0.841 0.8 -0.1 0.2
O 1.931 -3.428 0.112 -1.1 -0.7 -0.3
H 0.182 3.115 1.644 -1.3 0.4 -0.1
H -0.770 4.104 0.794 -1.3 -0.2 0.2
O 0.098 3.806 0.973 2.9 0.4 -0.4
H 1.212 2.523 -2.332 0.4 -0.4 -0.8
H 1.249 1.617 -3.711 0.6 0.3 0.0
O 0.749 1.921 -2.959 -1.0 0.2 1.0
```
Forces are in eV/Å.

***

What did we get for Kohn-Sham gap? Answer: 11.2, 9.3, 7.4, 9.1, 9.3 eV, in the order shown.
What did we get for relative energy (zero: lowest compared OMol25 entry of this formula, charge and spin)? Answer: 18.0, 0.0, 0.0, 269.3, 397.4 kJ/mol, in the order shown.